# 1
Density functional theory data (the ωB97M-V functional and the def2-TZVPD basis) for a cluster of 2 separate species, C6H10N3 in total.

ORCA input file:
```
! wB97M-V def2-TZVPD RIJCOSX def2/J DEFGRID3
* xyz 1 1
C -2.13 0.49 1.53
C -1.18 -1.43 0.88
C -0.80 -0.18 1.35
C 2.90 0.25 -1.32
C 0.73 0.77 -1.95
C 0.44 0.43 1.47
N -3.08 -0.33 1.30
N -2.48 -1.48 0.90
N 1.78 0.63 -0.95
H -2.34 1.42 1.93
H -0.88 -2.45 0.51
H 3.80 0.42 -0.65
H 3.16 -0.03 -2.36
H 1.04 1.10 -2.99
H 0.05 1.59 -1.60
H 0.21 -0.20 -2.04
H 0.54 1.36 1.85
H 1.37 -0.10 1.45
H -3.14 -2.26 0.69
*
```

Results
Orbital gap (spin up / spin down) = 7.40 / 7.40 eV
Energy above the lowest of the compared OMol25 structures with the same formula, charge and spin = 94.2 kcal per mole
Calculated total energy = -398.51621 Ha


# 2
Density functional theory data (the ωB97M-V functional and the def2-TZVPD basis) for a cluster of 2 separate species, CH4FNO in total.

ORCA input file:
```
! wB97M-V def2-TZVPD RIJCOSX def2/J DEFGRID3
* xyz 0 1
C -0.12 0.04 1.21
N 0.94 0.57 -1.39
O -1.11 -0.65 0.72
F 0.22 -0.60 -1.68
H 0.91 -0.27 1.10
H -0.36 0.95 1.73
H 0.34 1.30 -1.77
H -0.82 -1.33 0.09
*
```

Results
Orbital gap (spin up / spin down) = 11.22 / 6.57 eV
Energy above the lowest of the compared OMol25 structures with the same formula, charge and spin = 122.2 kcal per mole
Calculated total energy = -270.15795 Ha


# 3
Density functional theory data (the ωB97M-V functional and the def2-TZVPD basis) for a structure of composition C20H29Br2F7N4O4S2.

ORCA input file:
```
! wB97M-V def2-TZVPD RIJCOSX def2/J DEFGRID3
* xyz 0 1
C 3.11 -3.47 -1.63
C 2.55 -2.94 -0.31
Br 3.05 -4.21 1.11
C 3.13 -1.58 0.08
Br 2.38 -0.88 1.73
C 3.20 -0.51 -0.99
C 4.40 0.12 -1.06
C 4.65 1.15 -1.99
N 5.79 1.83 -2.16
S 5.51 2.87 -3.34
N 3.99 2.54 -3.71
C 3.62 1.56 -2.88
C 2.37 0.91 -2.82
C 2.16 -0.07 -1.91
S 0.51 -0.73 -2.06
O 0.52 -2.15 -2.23
O -0.17 0.04 -3.06
C -0.55 -0.35 -0.56
F -0.39 -1.27 0.40
F -1.80 -0.50 -1.04
C -0.44 1.10 -0.01
F -1.05 1.91 -0.89
F 0.84 1.50 0.13
C -1.15 1.30 1.36
F -0.46 0.74 2.35
F -2.38 0.78 1.33
F -1.25 2.62 1.58
H 2.34 -4.01 -2.18
H 3.49 -2.67 -2.27
H 3.93 -4.16 -1.45
H 1.47 -2.98 -0.28
H 4.16 -1.78 0.35
H 5.20 -0.17 -0.38
H 1.58 1.23 -3.48
C -2.68 7.49 -0.94
C -2.63 6.10 -0.31
C -2.68 6.11 1.23
O -1.47 6.49 1.86
C -1.24 7.89 1.92
N -1.45 5.39 -0.81
H -1.71 7.99 -0.90
H -2.94 7.40 -2.00
H -3.42 8.12 -0.46
H -3.52 5.56 -0.64
H -2.86 5.08 1.55
H -3.51 6.71 1.60
H -2.18 8.44 2.06
H -0.73 8.25 1.03
H -0.60 8.07 2.78
H -1.48 4.42 -0.49
H -0.63 5.78 -0.36
C -2.77 -6.56 2.59
C -1.40 -6.97 2.08
C -0.52 -5.80 1.62
O -0.87 -5.23 0.37
C -1.95 -4.33 0.39
N -1.56 -7.98 1.03
H -3.46 -6.34 1.77
H -3.22 -7.37 3.16
H -2.71 -5.68 3.23
H -0.87 -7.45 2.91
H 0.50 -6.17 1.49
H -0.47 -5.02 2.39
H -1.97 -3.74 1.32
H -2.91 -4.85 0.27
H -1.83 -3.65 -0.45
H -0.65 -8.36 0.77
H -1.88 -7.51 0.19
*
```

Results
Orbital gap = 7.61 eV
Calculated total energy = -7942.87306 Ha